(1)
8
Properties=species:S:1:pos:R:3:mulliken_charge:R:1 method="wB97M-V/def2-TZVPD" e_lumo_ev="0.0 / 0.0" smiles="C=[N+]([O-])C=O" mol_weight_g_mol=73.1 de_lowest_ev=3.9622 orbital_gap_ha="0.35215 / 0.35218" total_charge=0
C -0.8709 1.4714 -1.1498 -0.3755
N -1.2270 0.6795 -0.1634 0.4522
O -0.8165 0.9006 1.0271 -0.5885
C -2.3562 -0.2268 0.0896 0.0603
O -2.2554 -1.3823 0.0390 -0.3376
H -0.0213 2.1215 -0.7833 0.2658
H -1.0476 1.2189 -2.2384 0.2554
H -3.2961 0.3080 0.5838 0.2678

(2)
8
Properties=species:S:1:pos:R:3:mulliken_charge:R:1 method="wB97M-V/def2-TZVPD" e_lumo_ev=0.9 mol_weight_g_mol=73.1 de_lowest_ev=3.1053 orbital_gap_ha=0.40516 total_charge=0
C 1.0471 -0.2493 1.7864 0.1840
C 0.2540 0.6932 -1.1921 -0.3125
N -0.3221 0.3641 -0.1542 -0.2377
O 0.4292 -0.6863 2.6279 -0.1838
O -1.0945 -0.7930 -0.3593 -0.3802
H 1.0989 1.3208 -1.0948 0.2565
H 0.2155 0.2726 -2.1257 0.3325
H -1.6281 -0.9222 0.5118 0.3412